[1]
The following is a DFT calculation (wB97M-V/def2-TZVPD) of a molecular structure, C10H12BeCl2N3OS2 in a non-equilibrium geometry.

HOMO   -11.88 eV
Lowest unoccupied orbital energy   -2.735 eV
Relative energy (zero: lowest compared OMol25 entry of this formula, charge and spin)   0.0 kJ/mol
Total energy   -64196.1430 eV
Total charge   +1

Each line ends with the Mulliken charge.
Atoms and positions in Å:
Be  -0.53639  0.58396  0.60009  -0.179
O  -1.84236  0.30247  1.34926  -0.208
N  -1.74044  -0.63698  2.28521  0.369
C  -2.81799  -1.00755  2.98739  -0.099
C  -2.74459  -1.92221  4.00527  -0.807
C  -1.49182  -2.45098  4.29911  -0.076
C  -0.40987  -2.02676  3.56766  -0.745
C  -0.49569  -1.12280  2.52002  0.741
S  0.76730  -0.60610  1.51614  -0.316
H  -3.71089  -0.48230  2.66384  0.484
H  -3.60711  -2.13765  4.59488  0.424
H  -1.31252  -3.18218  5.13610  0.346
H  0.55331  -2.41967  3.80237  0.407
Cl  -2.85835  -1.17645  -2.20138  -0.131
C  -1.68414  -2.24224  -2.92072  -0.352
Cl  -0.08053  -1.44721  -3.27334  -0.140
H  -2.06737  -2.67782  -3.85514  0.338
H  -1.48258  -3.05799  -2.25485  0.280
C  1.34855  1.96844  -3.59057  -0.787
N  1.99537  1.98260  -2.29103  0.257
C  3.33464  2.17237  -2.06753  -0.192
C  3.56255  2.34540  -0.72591  -0.501
N  2.29444  2.26712  -0.16139  0.039
C  1.37519  2.04912  -1.11608  0.079
S  -0.36510  1.97476  -0.88529  -0.163
H  1.93720  2.55651  -4.28479  0.354
H  0.36031  2.38724  -3.46659  0.329
H  1.23491  0.94309  -3.98540  0.208
H  3.99882  2.28008  -2.92365  0.408
H  4.43672  2.45418  -0.12696  0.429
H  2.04845  2.32957  0.80327  0.203

Atomic forces in eV per Å
Be 0.0 0.2 -0.2
O -0.7 0.4 -0.5
N 1.0 -0.1 0.2
C -0.9 0.5 -0.3
C 0.5 0.3 -0.2
C 0.3 -0.6 0.9
C 0.4 -0.5 0.2
C -1.0 -0.4 0.6
S 0.8 0.3 -0.4
H 0.0 -0.2 0.2
H -0.5 -0.2 0.1
H -0.4 0.9 -1.0
H 0.5 -0.2 0.0
Cl 0.0 0.2 0.1
C 0.6 -0.3 -0.9
Cl -0.8 -0.3 0.2
H 0.2 0.6 0.3
H 0.2 -0.1 0.4
C -0.2 -0.8 -0.4
N 0.3 0.4 0.7
C 1.5 0.5 0.0
C -1.4 -0.5 -1.2
N 0.2 -0.3 -0.9
C -1.4 -0.2 0.8
S 0.5 -0.2 0.2
H 0.0 0.1 0.0
H -0.2 0.1 -0.1
H 0.2 0.5 0.3
H -0.1 -0.3 0.5
H 0.4 0.2 0.0
H 0.0 0.1 0.5

[2]
The following is a DFT calculation (wB97M-V/def2-TZVPD) of C10H12BrNO2 in the gas phase in a non-equilibrium geometry.

HOMO   -9.59 eV
Lowest unoccupied orbital energy   0.342 eV
Relative energy (zero: lowest compared OMol25 entry of this formula, charge and spin)   439.0 kJ/mol
Total energy   -86188.0564 eV
SMILES string   CC(C)([C@H](Br)c1ccccc1)[N+](=O)[O-]

Each line ends with the Mulliken charge.
Atoms and positions in Å:
C  0.77998  0.11934  -2.12229  -1.756
C  1.21650  -0.60897  -0.86698  1.224
C  0.30033  -1.92127  -0.75266  -2.049
C  1.22089  0.49067  0.43142  -0.925
Br  2.46905  -0.36679  1.65541  -0.073
C  -0.21742  0.69943  0.82811  0.789
C  -0.90851  1.83630  0.49591  -0.065
C  -2.21527  2.00489  0.83375  -0.511
C  -2.80530  1.00325  1.55514  -0.459
C  -2.10070  -0.06012  2.06253  -0.641
C  -0.80499  -0.24286  1.67638  -0.241
N  2.62572  -0.90863  -0.99079  1.049
O  3.37723  0.00836  -1.23396  -0.584
O  2.99920  -2.05045  -1.01289  -0.631
H  -0.29787  -0.03881  -2.41303  0.313
H  1.23355  -0.41037  -2.86674  0.672
H  1.10591  1.19242  -2.19702  0.290
H  0.50036  -2.51606  0.14969  0.311
H  0.40590  -2.54431  -1.56738  0.491
H  -0.65100  -1.60612  -0.66291  0.659
H  1.83682  1.31136  0.00005  0.714
H  -0.36777  2.46378  -0.23078  0.299
H  -2.93289  2.81636  0.48010  0.292
H  -3.74240  1.31467  2.04660  0.302
H  -2.71436  -0.79811  2.66988  0.285
H  -0.31299  -1.18793  2.03246  0.246

Atomic forces in eV per Å
C -1.5 1.6 0.6
C -2.7 0.7 2.0
C 3.9 1.4 2.5
C 0.3 -2.0 -2.9
Br -0.5 0.4 1.4
C 1.5 -0.8 1.9
C 1.6 0.7 -2.4
C -2.0 0.9 -1.0
C -1.3 1.6 2.1
C -1.9 -1.5 0.5
C 0.6 -1.6 0.3
N 1.5 -0.7 -2.1
O 0.1 1.1 0.1
O -0.2 -1.2 0.4
H 0.9 0.6 1.0
H 1.6 -1.1 -2.5
H -0.5 -1.1 0.2
H 0.3 0.2 -0.3
H 0.5 -1.1 -1.9
H -3.3 1.2 0.1
H -1.0 -0.2 0.6
H -0.5 0.3 0.6
H 1.7 -0.8 0.5
H 0.0 -0.9 -0.7
H 1.3 0.9 -0.6
H -0.1 1.3 -0.5

[3]
The following is a DFT calculation (wB97M-V/def2-TZVPD) of 2 unconnected molecules or ions with the total composition C10H12Cl2N3 in a non-equilibrium geometry.

HOMO (spin up / spin down)   -10.46 / -11.99 eV
Multiplicity   3
Lowest unoccupied orbital energy (spin up / spin down)   -4.030 / -8.059 eV
Total energy   -40068.1694 eV
Total charge   +1

Each line ends with the Mulliken spin population.
Atoms and positions in Å:
C  1.64513  -0.47011  3.13432  0.003
C  1.72367  0.36586  1.93925  -0.003
C  1.26908  -1.72206  2.65215  0.000
C  -2.57823  -0.64150  -2.61627  0.169
C  -3.30204  -0.25477  -1.42411  0.267
C  -1.24959  -0.39521  -2.75331  0.309
C  -2.51138  0.19592  -0.42815  0.176
C  -1.15169  0.61133  -0.72039  0.509
C  1.76031  1.81720  1.74205  0.001
C  0.96220  0.48673  -2.06597  -0.016
N  1.14740  -1.68104  1.34006  0.000
N  1.38957  -0.40478  0.90317  0.011
N  -0.49723  0.24441  -1.81732  0.210
Cl  0.83738  -3.07786  3.62693  0.001
Cl  -3.09182  0.70723  1.07147  0.168
H  1.92585  -0.40250  4.12570  0.000
H  -3.15680  -0.89163  -3.43178  0.005
H  -4.32539  -0.35261  -1.29592  0.026
H  -0.67658  -0.76760  -3.60470  0.005
H  -0.44775  0.92907  0.01173  0.144
H  0.84898  2.21967  1.43931  0.002
H  2.02791  2.24035  2.75553  0.000
H  2.51590  2.11750  0.96149  0.000
H  1.28585  1.57323  -2.19254  0.003
H  1.54922  0.11007  -1.13662  0.013
H  1.19324  -0.12300  -2.90886  0.000
H  0.90682  -2.43392  0.69280  -0.002

Atomic forces in eV per Å
C -0.2 -0.6 -3.0
C -1.5 -3.3 0.8
C 0.1 0.5 2.0
C -1.5 1.5 2.4
C 1.2 -1.3 -1.6
C 1.8 -0.3 -0.6
C 1.2 2.0 0.8
C 0.0 0.6 3.2
C 3.2 0.7 1.3
C 0.7 0.5 2.5
N 0.0 0.9 -1.0
N 0.1 -0.4 -0.7
N 1.4 -0.8 -3.4
Cl 0.3 0.2 -0.5
Cl 0.1 -0.4 -0.4
H 0.3 0.9 1.8
H -0.8 -1.1 -1.7
H -1.7 -0.3 0.0
H -0.4 0.2 0.0
H -0.3 0.4 1.0
H -1.8 0.6 -0.4
H -0.2 0.1 -1.4
H -0.5 -0.3 1.0
H -1.0 -1.3 -0.1
H -1.1 0.5 -1.6
H 0.4 -0.1 -0.7
H 0.2 0.6 0.5

[4]
The following is a DFT calculation (wB97M-V/def2-TZVPD) of a gas-phase ion, C10H12ClFNO (charge +1) in a non-equilibrium geometry.

HOMO   -12.92 eV
Lowest unoccupied orbital energy   -2.705 eV
Relative energy (zero: lowest compared OMol25 entry of this formula, charge and spin)   57.2 kJ/mol
Total energy   -29333.7988 eV
Total charge   +1
SMILES string   C[N@H+]1CCO[C@@H]1c1c(F)cccc1Cl

Each line ends with the Mulliken charge.
Atoms and positions in Å:
C  1.99255  1.08754  1.39192  -0.901
N  0.74942  1.39483  0.51901  0.183
C  0.79022  2.57705  -0.28770  -0.393
C  0.33222  2.13675  -1.68860  -0.519
O  -0.28249  0.81497  -1.50498  -0.394
C  0.49318  0.25006  -0.45681  -0.112
C  -0.35949  -0.97188  -0.03690  0.077
C  -1.47153  -0.82814  0.71266  1.148
F  -1.61784  0.37221  1.38971  -0.401
C  -2.46493  -1.79214  0.88609  -0.876
C  -2.17630  -2.93765  0.30096  -0.404
C  -1.05993  -3.15476  -0.46040  -0.403
C  -0.12465  -2.20668  -0.69719  -0.092
Cl  1.27741  -2.49740  -1.68598  -0.202
H  1.90422  0.06620  1.88709  0.307
H  2.86938  1.18639  0.81892  0.429
H  2.09089  1.77140  2.23071  0.377
H  -0.23701  1.45015  0.99352  0.489
H  1.91712  2.84997  -0.25970  0.285
H  0.20802  3.42190  0.03560  0.308
H  -0.31838  2.78237  -2.13456  0.459
H  1.23602  2.06930  -2.27440  0.299
H  1.43427  -0.30969  -0.78557  0.222
H  -3.38026  -1.74434  1.48364  0.417
H  -2.97355  -3.66139  0.54335  0.310
H  -0.82858  -4.12700  -0.92037  0.387

Atomic forces in eV per Å
C -2.2 -0.9 1.7
N -2.2 -2.3 2.0
C 3.1 1.7 -1.5
C 1.9 -2.3 1.1
O 1.8 1.7 1.0
C -0.7 -2.8 -1.2
C 1.8 1.1 -0.8
C -1.6 0.7 1.5
F -0.1 -0.2 -0.4
C 0.3 2.8 1.3
C -1.8 -3.0 -0.1
C 1.1 -2.7 -1.5
C -0.1 1.5 0.9
Cl -0.5 0.0 0.3
H -0.1 1.2 -1.1
H 0.8 -0.1 -1.1
H -0.5 0.4 -0.2
H 2.4 -0.6 0.1
H -2.0 0.2 -0.5
H -0.2 0.0 0.8
H -2.0 1.5 -1.1
H 0.1 -0.4 -0.6
H -0.5 1.9 0.2
H 0.6 0.7 -0.1
H 1.0 -0.4 -0.8
H -0.6 0.3 0.3